C17H25NO2 as an isolated structure. Source: the Open Molecules 2025 dataset; level of theory: wB97M-V/def2-TZVPD.

The multiplicity is 1. As for the max |F|: 17.11 eV/A. The value obtained for the energy above the lowest of the compared OMol25 structures with the same formula, charge and spin is 402.5 kcal per mole.

Cartesian coordinates (Å):
C (-4.503137, -0.134104, 1.572014)
H (-4.749240, 0.857742, 1.725219)
H (-5.145327, -0.761029, 1.781706)
H (-3.583574, -0.354477, 2.014000)
C (-4.329919, -0.435948, -0.176509)
C (-3.829771, -1.698002, -0.390212)
H (-3.658985, -1.733379, -1.343083)
H (-2.876245, -1.825703, -0.037859)
H (-4.554160, -2.366033, -0.324800)
H (-5.302561, -0.205099, -0.507923)
O (-3.724928, 1.048766, -0.573923)
C (-2.482759, 1.273047, -0.437691)
C (-1.463866, 0.346661, 0.402676)
C (-0.174096, 1.085971, 0.709657)
C (0.242499, 2.104080, -0.146436)
C (-0.714135, 2.730542, -0.755018)
C (-1.892721, 2.144770, -0.980604)
H (-2.660297, 2.748759, -1.612028)
H (-0.194159, 3.736556, -1.488362)
C (1.593754, 2.707739, 0.202887)
O (1.978377, 3.514886, -0.766937)
C (2.410079, 2.211396, 1.326207)
C (3.404228, 1.078638, 0.699531)
N (2.550713, -0.120098, 0.391488)
C (2.411276, -0.040962, -1.460900)
C (1.431056, -1.217838, -1.589229)
C (1.761811, -2.800430, -1.061157)
C (2.058380, -2.359428, 0.406126)
C (2.996237, -1.488351, 0.824475)
H (3.274612, -1.408291, 1.862076)
H (4.041443, -1.642467, 0.191823)
H (1.068275, -2.273069, 0.827992)
H (2.395653, -3.440725, 0.849314)
H (0.941608, -3.472468, -1.280443)
H (2.624092, -3.015484, -1.567909)
H (0.443780, -0.735845, -1.088828)
H (1.244607, -1.255713, -2.834384)
H (2.093445, 0.798312, -1.285377)
H (3.337999, -0.416570, -1.725955)
H (3.962563, 0.788320, 1.549489)
H (4.113631, 1.272002, -0.015436)
H (1.817169, 1.849399, 2.270075)
H (3.096796, 2.881566, 1.508866)
H (0.428221, 0.310288, 1.339706)
H (-1.882407, -0.287926, 0.995697)

Force components x, y, z for each atom (eV/Å):
C 5.9 3.5 -6.5
H -0.7 1.9 0.2
H -6.6 -6.0 2.7
H 1.4 -0.4 0.8
C -1.8 8.3 6.6
C 2.8 1.1 0.4
H 1.2 -0.5 -6.3
H 1.9 -1.1 1.9
H -3.0 -3.3 1.5
H -1.0 -0.1 -0.8
O -3.8 -4.0 -0.8
C 0.2 -14.4 9.2
C 2.4 9.7 -3.5
C -3.8 -7.4 -0.2
C 3.9 -1.0 6.1
C 2.8 5.4 -5.9
C 1.0 13.6 -9.0
H 1.5 -0.5 0.6
H -2.2 -3.0 2.4
C -0.7 2.8 -6.5
O -0.3 -2.8 4.9
C -1.9 -4.0 -1.2
C -4.3 -2.8 3.2
N 0.8 0.9 -2.6
C 1.6 -12.2 5.0
C -3.5 0.6 -3.8
C -0.7 7.0 0.9
C -4.2 -10.8 -0.1
C 6.7 6.7 -2.6
H -0.2 -0.5 0.5
H -1.9 -0.3 1.7
H -0.3 0.6 0.5
H -0.7 2.1 -0.3
H -0.1 0.1 0.4
H 2.2 -1.1 -1.2
H 1.9 -1.8 -1.3
H 0.0 -0.1 3.1
H -3.3 9.1 -0.2
H 2.2 0.7 -1.0
H 0.9 -0.2 1.2
H 1.2 1.5 -2.2
H 1.3 0.5 -2.1
H 3.2 4.2 1.7
H -0.4 2.4 -1.1
H -1.8 -4.2 3.6

=====

A single C17H25NO5 molecule. Source: the Open Molecules 2025 dataset; level of theory: wB97M-V/def2-TZVPD.

The multiplicity is 1. As for the max |F|: 0.63 eV/A. The value obtained for the energy above the lowest of the compared OMol25 structures with the same formula, charge and spin is 20.4 kcal per mole.

Cartesian coordinates (Å):
C (-6.607240, -1.360734, 0.526575)
C (-5.921917, -1.023979, -0.792908)
C (-4.398256, -0.983163, -0.688245)
C (-3.898530, 0.188028, 0.153415)
O (-2.470143, 0.190744, 0.231929)
C (-1.807042, 0.723522, -0.791388)
O (-2.332533, 1.245038, -1.740934)
C (-0.305092, 0.634026, -0.635444)
C (0.239471, 0.137831, 0.702926)
C (1.261395, -0.991560, 0.662017)
O (1.163414, -2.036787, 0.061738)
N (2.298156, -0.630882, 1.454488)
C (3.489267, -1.435573, 1.575631)
C (4.655688, -0.899486, 0.741773)
C (4.251204, -0.673170, -0.711868)
O (5.406074, -0.331454, -1.447314)
C (5.127580, -0.057472, -2.794481)
C (2.225776, 0.718104, 1.983932)
C (1.129760, 1.338449, 1.146459)
C (0.181384, 2.439741, 1.548706)
C (-0.325866, 2.876356, 0.401690)
C (0.354877, 2.062703, -0.681198)
O (1.617745, 1.803691, -0.110981)
H (-7.678069, -1.472499, 0.374297)
H (-6.220223, -2.294400, 0.928361)
H (-6.452057, -0.576635, 1.262984)
H (-6.283512, -0.060918, -1.158810)
H (-6.190954, -1.780590, -1.532415)
H (-4.028621, -1.914270, -0.253583)
H (-3.972535, -0.883382, -1.688726)
H (-4.233514, 0.110809, 1.188620)
H (-4.233157, 1.135229, -0.282304)
H (0.085238, 0.037877, -1.464911)
H (-0.550022, -0.106467, 1.413339)
H (3.213554, -2.433189, 1.224441)
H (3.776874, -1.492268, 2.630249)
H (5.472382, -1.621137, 0.769244)
H (5.030224, 0.038983, 1.153013)
H (3.510865, 0.138656, -0.782538)
H (3.794716, -1.587133, -1.122762)
H (4.690871, -0.930446, -3.296237)
H (4.432003, 0.785811, -2.892439)
H (6.075578, 0.195470, -3.265027)
H (3.170752, 1.245398, 1.842743)
H (1.964979, 0.709291, 3.049006)
H (-0.055839, 2.707440, 2.558589)
H (-1.084142, 3.610412, 0.217838)
H (0.429436, 2.504001, -1.669505)

Force components x, y, z for each atom (eV/Å):
C 0.0 0.1 -0.2
C 0.2 -0.1 0.1
C 0.1 0.3 0.0
C -0.5 -0.1 -0.2
O 0.1 -0.2 0.3
C 0.4 0.0 -0.1
O -0.1 0.1 -0.1
C 0.1 0.0 -0.1
C 0.3 0.0 -0.1
C -0.5 0.3 0.1
O 0.0 -0.4 -0.3
N 0.3 0.1 0.2
C 0.2 -0.2 -0.1
C -0.3 0.0 -0.3
C 0.0 -0.1 0.1
O 0.1 0.0 0.3
C 0.0 0.0 -0.1
C -0.1 0.2 -0.1
C -0.3 -0.3 0.4
C 0.2 0.1 -0.2
C 0.2 0.2 0.0
C -0.5 0.0 -0.3
O 0.4 -0.3 0.0
H -0.1 0.0 0.1
H 0.0 -0.1 0.1
H 0.0 0.0 0.2
H 0.0 0.0 -0.1
H 0.0 0.1 -0.1
H 0.0 0.0 0.0
H 0.0 0.0 0.0
H 0.0 0.1 -0.1
H 0.0 -0.1 0.1
H -0.1 0.0 0.1
H 0.1 0.0 0.0
H 0.1 0.1 0.1
H 0.0 -0.1 -0.1
H 0.0 0.0 0.1
H 0.1 0.0 0.0
H 0.0 -0.1 0.0
H 0.0 0.1 0.0
H 0.0 0.0 0.0
H 0.0 0.0 0.0
H -0.1 0.0 -0.1
H 0.0 0.0 0.1
H 0.1 0.1 -0.1
H -0.2 0.1 0.2
H -0.3 0.2 0.1
H 0.0 0.0 0.0

=====

C17H25OPb as an isolated structure. Source: the Open Molecules 2025 dataset; level of theory: wB97M-V/def2-TZVPD.

The total energy is -930.434452 a.u. The multiplicity is 1. Its charge is +1. As for the max |F|: 2.05 eV/A.

Cartesian coordinates (Å):
C (1.788483, -1.706666, -3.448017)
C (0.761939, -2.760146, -3.570724)
C (1.676518, -0.481006, -4.261573)
C (3.050899, -1.998920, -2.741302)
H (2.096900, -0.664690, -5.255700)
H (2.233053, 0.349210, -3.816269)
H (0.632241, -0.181790, -4.393980)
H (1.004142, -3.409527, -4.419162)
H (-0.230132, -2.335520, -3.752672)
H (0.723900, -3.387048, -2.673793)
H (3.750356, -2.483029, -3.431435)
H (2.888426, -2.683577, -1.902549)
H (3.527785, -1.086105, -2.371123)
C (-2.666924, 1.005305, 0.410093)
C (-1.962978, 1.520623, -0.693909)
C (-1.703027, 0.430147, -1.575437)
H (-1.740547, 2.595069, -0.823457)
C (-2.248555, -0.774702, -0.977835)
C (-2.831014, -0.397820, 0.293829)
H (-3.251073, -1.083770, 1.060019)
H (-3.037899, 1.646676, 1.211490)
H (-1.216207, 0.503688, -2.549460)
H (-2.159539, -1.808985, -1.356388)
C (1.863903, 0.513087, 2.040684)
C (1.200116, 1.755529, 1.868457)
C (1.260695, 2.138458, 0.509255)
H (0.736287, 2.344853, 2.663537)
C (2.000381, 1.139049, -0.201968)
C (2.391200, 0.116633, 0.748036)
H (2.905519, -0.835479, 0.517765)
H (1.925589, -0.073252, 2.976308)
H (0.863855, 3.080277, 0.099960)
H (2.247677, 1.142912, -1.271566)
Pb (-0.047180, -0.482061, 0.306287)
C (-2.605754, 1.914413, 3.735831)
C (-1.613204, 0.719700, 3.570659)
C (-1.245253, -0.154124, 4.796650)
O (-1.073247, 0.438024, 2.511637)
H (-2.947655, 1.962652, 4.780392)
H (-3.440253, 1.699517, 3.075808)
H (-2.058316, 2.790323, 3.370253)
H (-1.497682, -1.159068, 4.444032)
H (-0.154204, -0.071562, 4.831567)
H (-1.799219, 0.212702, 5.665767)

Force components x, y, z for each atom (eV/Å):
C 0.8 -0.7 -1.5
C -0.5 0.7 1.0
C -0.5 0.4 1.1
C -0.7 0.5 1.0
H 0.1 -0.3 -0.1
H 0.1 -0.2 -0.1
H 0.1 -0.1 -0.1
H 0.2 0.1 -0.1
H 0.1 -0.1 -0.1
H 0.1 0.0 -0.2
H -0.1 0.0 -0.3
H 0.1 0.0 -0.2
H 0.0 -0.1 -0.2
C -0.2 0.1 0.0
C -0.2 -0.3 0.1
C -0.2 -0.7 0.1
H 0.0 -0.9 -0.1
C -0.6 0.5 0.2
C 0.3 -0.3 -0.9
H 0.2 0.6 -0.8
H 0.2 -0.5 -0.4
H -0.2 0.0 0.2
H -0.3 0.8 0.1
C 0.6 -0.4 -0.8
C 0.3 -0.2 -0.2
C 0.2 -0.3 -0.1
H 0.2 -0.3 -0.4
C 0.3 -0.5 0.4
C 0.2 0.7 0.5
H -0.1 0.8 0.2
H 0.1 0.5 -0.8
H 0.2 -0.7 0.2
H 0.0 0.1 0.5
Pb -0.6 0.9 0.7
C 1.2 -1.4 0.0
C 0.2 -0.2 0.5
C -0.6 1.1 -1.6
O -0.9 0.5 1.2
H 0.2 0.4 -0.5
H -0.2 0.2 0.1
H -0.4 0.1 0.3
H 0.0 0.0 0.6
H -0.2 -0.1 0.6
H 0.5 -0.6 0.1

=====

Question: max |F| of number 3 (C17H25OPb)?
Answer: 2.05 eV/A

=====

Question: Which value of multiplicity does entry 2 give?
Answer: 1